{"formula": "C25H52B3Cl2N3O14", "method": "wB97M-V/def2-TZVPD", "elements": ["C", "C", "Cl", "C", "Cl", "B", "O", "B", "O", "O", "B", "C", "C", "N", "N", "N", "O", "H", "H", "H", "H", "H", "H", "H", "H", "H", "H", "H", "H", "C", "C", "O", "C", "C", "O", "H", "H", "H", "H", "H", "H", "H", "H", "C", "C", "O", "C", "C", "O", "H", "H", "H", "H", "H", "H", "H", "H", "C", "C", "O", "C", "C", "O", "H", "H", "H", "H", "H", "H", "H", "H", "C", "C", "O", "C", "C", "O", "H", "H", "H", "H", "H", "H", "H", "H", "C", "C", "O", "C", "C", "O", "H", "H", "H", "H", "H", "H", "H", "H"], "xyz": [[-1.359735, -0.859300, 2.761119], [-0.204220, -0.737206, 1.581269], [1.096814, -2.093055, 1.526816], [-0.234220, 0.411066, 0.590322], [1.139154, 0.342168, -0.706683], [-1.339667, 1.628258, 0.600712], [-0.997787, 2.970047, 1.190591], [-2.067601, 3.226179, 2.214621], [-1.608500, 3.481436, 3.600228], [-3.512143, 3.211088, 1.792034], [-3.639404, 1.861206, 1.146833], [-4.685738, 0.691111, 1.637720], [-6.267011, 1.124880, 1.632639], [-7.080228, -0.034238, 2.198645], [-6.683781, 1.495703, 0.211015], [-6.457667, 2.299355, 2.615404], [-2.719211, 1.539176, 0.006214], [-2.393852, -0.793687, 2.214427], [-1.323243, -1.942368, 3.256829], [-1.211388, -0.040307, 3.605971], [-0.861836, 2.837814, 3.780728], [-4.475111, -0.282279, 0.997439], [-4.406688, 0.454039, 2.773966], [-7.331381, -0.732035, 1.460078], [-6.566417, -0.520875, 2.975386], [-7.118502, 2.456277, 0.321276], [-7.391729, 0.805627, -0.124462], [-7.497571, 2.511738, 2.576761], [-6.221214, 1.877050, 3.563176], [2.679910, 2.941258, -3.246036], [3.829761, 1.992214, -2.971293], [4.436217, 1.548959, -4.199123], [5.367127, 2.241921, -4.892772], [5.638608, 3.669909, -4.518344], [5.929213, 1.732862, -5.857882], [3.014773, 3.845017, -3.761400], [2.191949, 3.236884, -2.312858], [1.938453, 2.464988, -3.895965], [4.578836, 2.417553, -2.296126], [3.442080, 1.095281, -2.476240], [5.067367, 4.327485, -5.177975], [6.709196, 3.864545, -4.648067], [5.410515, 3.907625, -3.481109], [-2.781758, 5.816812, 0.168038], [-1.444350, 6.505990, -0.018239], [-1.473275, 7.387388, -1.155838], [-1.955729, 8.650293, -1.140019], [-2.732328, 9.116629, 0.056841], [-1.821288, 9.378994, -2.118506], [-3.583620, 6.533858, 0.361370], [-2.739940, 5.112300, 1.003643], [-3.059936, 5.271012, -0.739550], [-1.111795, 7.036497, 0.879451], [-0.680014, 5.750823, -0.231256], [-3.800689, 9.013097, -0.147413], [-2.495846, 10.171954, 0.233576], [-2.485427, 8.592016, 0.977827], [-6.244569, -0.631303, -5.548778], [-6.826576, 0.730684, -5.872172], [-7.752383, 1.150239, -4.853013], [-7.400914, 1.740103, -3.688336], [-5.953092, 1.762375, -3.292910], [-8.260076, 2.186638, -2.934038], [-5.679334, -0.618677, -4.613436], [-5.579304, -0.966857, -6.349495], [-7.044441, -1.368447, -5.422991], [-6.057917, 1.491565, -6.039806], [-7.400747, 0.661988, -6.802480], [-5.757163, 0.935706, -2.605840], [-5.746509, 2.712645, -2.787755], [-5.262970, 1.708899, -4.132710], [3.676308, -4.386951, -0.925070], [3.908099, -3.600050, 0.349835], [4.596873, -4.398372, 1.329683], [5.935977, -4.579782, 1.372462], [6.767804, -4.130627, 0.206541], [6.453543, -5.166321, 2.318303], [4.617380, -4.691149, -1.390216], [3.110302, -3.792613, -1.648065], [3.119809, -5.305420, -0.711244], [4.432739, -2.655399, 0.175864], [2.939396, -3.338567, 0.789274], [6.957819, -4.984966, -0.447549], [7.719973, -3.745274, 0.588309], [6.322909, -3.322330, -0.370623], [7.918934, -7.982642, 3.756610], [6.448000, -8.342077, 3.682551], [6.242079, -9.733889, 3.986338], [6.153087, -10.245080, 5.234819], [6.521505, -9.377773, 6.403191], [5.844308, -11.420878, 5.404147], [8.323518, -8.136173, 4.760231], [8.075249, -6.936618, 3.477823], [8.501908, -8.618129, 3.081854], [5.823419, -7.706323, 4.317839], [6.095371, -8.193941, 2.656114], [7.552724, -9.590180, 6.695262], [5.850584, -9.615596, 7.236364], [6.408244, -8.311466, 6.217304]], "forces_ev_per_angstrom": [[0.585, -0.788, -0.567], [-0.827, 3.308, -2.165], [-2.323, 2.458, 0.148], [1.311, -4.750, 2.679], [-2.115, 0.450, 1.782], [-1.192, 2.332, -1.139], [-2.865, -3.447, 1.321], [0.300, 0.760, 0.289], [-0.630, -1.925, -3.193], [3.758, -3.617, 0.354], [-0.153, 1.094, -0.959], [0.330, 0.115, 0.613], [0.540, -0.681, 0.832], [0.534, -0.134, -0.984], [-0.558, 0.374, 2.436], [-0.387, -1.834, -0.824], [2.082, 0.097, 4.403], [1.942, 0.158, 1.185], [0.121, 2.502, -1.118], [-0.364, -1.728, -1.918], [-0.951, 1.436, -0.418], [-0.738, 1.989, 1.298], [-0.531, 0.398, -2.247], [0.553, 0.730, 0.981], [-0.618, 0.653, -1.285], [0.403, -1.681, -0.636], [0.579, 1.134, 0.384], [1.647, -0.551, 0.448], [-0.704, 0.959, -1.513], [-0.091, 0.157, -0.148], [-0.119, 0.236, -0.065], [0.253, -0.492, -0.113], [0.690, -0.529, -1.514], [0.534, 0.240, 0.473], [-1.216, 0.558, 1.864], [0.016, -0.049, 0.141], [0.049, -0.063, -0.085], [0.105, -0.023, 0.175], [-0.039, 0.037, -0.157], [0.227, 0.007, -0.302], [0.082, -0.076, 0.064], [-0.310, -0.049, -0.240], [-0.196, 0.040, -0.073], [-0.085, 0.135, -0.001], [-0.253, -0.041, 0.051], [0.406, 0.209, -0.368], [-0.051, 0.982, -1.392], [0.279, 0.368, 0.600], [-0.001, -1.609, 1.595], [0.103, -0.055, 0.105], [-0.088, 0.357, -0.340], [0.146, -0.031, 0.163], [-0.125, 0.042, -0.101], [-0.073, 0.296, -0.187], [0.124, 0.029, 0.016], [-0.213, -0.200, -0.264], [-0.148, -0.140, -0.064], [0.042, -0.155, 0.183], [0.160, -0.151, 0.074], [-0.469, 0.344, 0.045], [-0.964, 0.398, 1.094], [0.476, 0.550, -0.185], [1.159, -0.889, -1.538], [0.038, 0.058, -0.135], [-0.087, 0.045, 0.069], [0.074, 0.142, -0.128], [-0.055, -0.083, 0.150], [-0.118, 0.149, 0.340], [-0.014, 0.157, -0.013], [-0.177, -0.363, 0.124], [-0.034, -0.202, 0.002], [0.071, -0.181, -0.115], [0.029, -0.117, -0.279], [0.176, -0.054, 0.623], [0.585, -0.874, 0.968], [0.341, 0.669, -0.041], [-1.247, 0.921, -1.369], [-0.071, 0.135, 0.001], [0.047, -0.048, 0.101], [0.001, 0.200, 0.025], [0.037, -0.147, 0.008], [0.535, -0.285, 0.064], [-0.007, 0.093, 0.086], [-0.158, -0.353, -0.047], [-0.097, -0.165, -0.099], [0.233, 0.007, 0.082], [0.233, 0.223, 0.054], [-0.408, -0.524, 0.006], [-0.170, -1.558, 0.128], [-0.474, 0.433, 0.428], [0.459, 2.014, -0.666], [-0.084, 0.072, -0.036], [-0.110, -0.134, -0.001], [-0.155, 0.093, 0.017], [0.128, -0.110, -0.006], [-0.037, -0.268, 0.252], [-0.127, 0.010, -0.026], [0.302, -0.180, -0.170], [0.201, -0.018, -0.089]], "fmax_ev_per_a": 5.6, "e_lumo_ev": -1.1, "total_energy_ev": -86980.601, "total_charge": 0, "homo_ev": -9.824}

=====

{"formula": "C25H52Br3ClFKN5O8P2S", "method": "wB97M-V/def2-TZVPD", "elements": ["C", "C", "P", "C", "N", "N", "C", "C", "C", "C", "C", "S", "O", "O", "Cl", "C", "P", "N", "C", "C", "C", "O", "C", "O", "C", "C", "O", "H", "H", "H", "H", "H", "H", "H", "H", "H", "H", "H", "H", "H", "H", "H", "H", "H", "H", "H", "H", "H", "H", "H", "H", "H", "H", "H", "H", "H", "C", "C", "O", "N", "C", "H", "H", "H", "H", "H", "H", "H", "C", "O", "C", "C", "N", "C", "C", "O", "C", "H", "H", "H", "H", "H", "H", "H", "H", "H", "H", "H", "H", "H", "H", "H", "C", "Br", "Br", "Br", "H", "F", "K"], "xyz": [[-0.321929, -4.300508, 0.303691], [-0.741067, -3.287032, -0.769175], [-1.864963, -2.043667, 0.012945], [-1.490839, -1.881982, 1.793551], [-1.420572, -0.419815, -0.735730], [-0.118166, -0.135464, -0.777459], [0.241378, 0.999835, -1.325873], [1.724002, 1.293706, -1.297393], [2.249278, 0.901014, 0.136197], [3.552996, 1.736407, 0.595636], [3.212829, 2.405388, 1.930144], [3.397848, 1.344893, 3.357595], [2.622902, 1.910663, 4.396319], [4.786579, 1.150073, 3.597338], [2.614223, -0.481228, 2.872572], [-0.733368, 1.878272, -1.851161], [-0.264628, 3.498320, -2.621073], [-1.337831, 4.184664, -3.511523], [-2.057482, 1.563803, -1.783130], [-2.413157, 0.345306, -1.172038], [-3.868239, -0.062091, -1.049783], [-4.740734, 0.941234, -1.485155], [-4.881251, 2.002696, -0.566971], [-4.953663, 1.522365, 0.733947], [-5.811732, 2.244526, 1.611350], [-7.038536, 1.358530, 2.037178], [-6.888740, 0.029482, 1.575367], [0.046704, -5.203752, -0.178516], [0.486552, -3.895610, 0.904649], [-1.165714, -4.598857, 0.920766], [-1.323196, -3.754220, -1.557864], [0.116793, -2.770557, -1.196157], [-0.413626, -1.775946, 1.936554], [-1.964168, -0.986815, 2.186703], [-1.812609, -2.769184, 2.327091], [2.215120, 0.662558, -2.059739], [1.928197, 2.330804, -1.544564], [1.485652, 1.107753, 0.872590], [2.493989, -0.179043, 0.189057], [3.802074, 2.549582, -0.135611], [4.428158, 1.058787, 0.726234], [2.196260, 2.790810, 1.897579], [3.845088, 3.271063, 2.120094], [0.965001, 3.230691, -3.258319], [0.056737, 4.299152, -1.500697], [-2.184673, 3.636076, -3.593331], [-2.824349, 2.211836, -2.170017], [-4.106904, -0.461883, -0.068390], [-3.976562, -0.898983, -1.744147], [-5.793911, 2.533465, -0.842960], [-4.073966, 2.748359, -0.630693], [-5.220615, 2.436688, 2.504408], [-6.100930, 3.219343, 1.219093], [-7.963862, 1.785295, 1.654582], [-7.014067, 1.274877, 3.117451], [-7.144006, -0.018678, 0.651558], [0.916566, 4.201472, 4.829303], [0.047040, 5.373198, 5.217434], [-0.129369, 6.324631, 4.465013], [-0.534491, 5.325178, 6.436587], [-0.427115, 4.269166, 7.435727], [1.310884, 4.381081, 3.831802], [1.751602, 4.092626, 5.520679], [0.335882, 3.277836, 4.817663], [-1.104028, 6.129582, 6.645939], [-1.421709, 3.880607, 7.640570], [-0.013136, 4.680914, 8.356603], [0.207078, 3.459642, 7.095539], [3.349300, -1.842845, -6.949199], [2.142368, -2.566944, -6.820511], [2.255950, -3.947956, -7.164455], [2.102423, -4.822347, -5.939915], [3.252317, -4.691918, -5.050803], [3.070520, -5.304645, -3.738361], [1.978756, -4.739096, -2.837446], [2.223865, -3.411788, -2.375771], [1.830250, -2.382637, -3.258623], [3.113897, -0.785843, -6.825927], [4.080323, -2.130323, -6.182712], [3.792979, -1.982978, -7.937728], [3.194291, -4.153630, -7.685073], [1.438851, -4.172482, -7.853757], [2.008057, -5.865499, -6.251164], [1.167677, -4.528780, -5.442180], [3.452562, -3.709486, -4.921821], [4.021467, -5.203610, -3.209059], [2.894739, -6.375134, -3.871518], [1.949073, -5.358885, -1.938406], [0.982323, -4.807463, -3.288166], [0.957317, -2.649548, -3.858346], [2.661064, -2.100895, -3.913590], [1.574224, -1.508624, -2.647532], [-0.253150, 0.121756, 6.447052], [-1.522439, 0.990350, 7.602775], [0.261933, -1.573394, 7.071669], [-0.896679, 0.076575, 4.608832], [0.656728, 0.722130, 6.451650], [2.040980, 0.408741, 7.891820], [4.840523, 0.368266, -1.159370]], "forces_ev_per_angstrom": [[0.135, -0.055, -0.572], [0.271, 0.900, 0.645], [-2.085, -1.120, -0.113], [1.495, 0.661, -0.795], [0.484, -0.904, 0.844], [-0.180, 0.281, -0.317], [-0.295, -0.121, -0.103], [0.073, -0.917, 0.967], [1.795, 0.563, -0.968], [-1.191, -0.141, 0.308], [0.016, -0.028, -0.885], [0.618, 0.945, 1.890], [-0.634, -0.218, -0.309], [0.333, -0.449, -0.946], [0.020, 0.096, -0.064], [0.737, 0.774, -0.286], [-1.088, 0.722, -0.406], [0.141, -0.657, 0.374], [0.333, -0.435, 0.194], [-0.003, 0.688, -0.038], [0.219, -0.580, -0.594], [0.386, 0.173, 0.240], [-0.665, 0.684, 0.448], [0.106, 0.192, -0.415], [-0.033, -0.471, 0.906], [0.769, -0.117, -0.706], [-0.126, -0.153, 0.121], [0.043, -0.037, -0.016], [-0.091, -0.027, 0.257], [0.034, -0.025, 0.179], [-0.047, 0.031, -0.100], [0.180, -0.255, -0.080], [0.013, 0.031, 0.301], [-0.286, -0.080, 0.070], [-0.302, -0.044, -0.067], [-0.237, 0.261, 0.036], [-0.013, 0.120, 0.137], [-0.175, -0.196, 0.010], [-0.537, 0.553, -0.068], [-0.120, -0.642, 0.471], [-0.830, 1.057, 0.971], [-0.134, -0.129, 0.229], [0.269, -0.188, 0.390], [0.082, -0.055, 0.256], [0.526, -0.361, 0.024], [-0.156, 0.290, -0.421], [-0.081, 0.000, -0.098], [-0.011, 0.249, 0.173], [-0.196, -0.054, -0.011], [-0.113, -0.158, -0.168], [0.276, -0.254, -0.163], [0.075, 0.093, 0.013], [-0.082, -0.069, -0.274], [-0.153, 0.111, 0.302], [-0.413, 0.224, 0.103], [-0.016, 0.017, -0.064], [-0.070, 0.097, -0.003], [-0.071, 0.118, -0.014], [0.013, -0.048, -0.106], [0.194, -0.145, -0.156], [-0.228, 0.565, 0.033], [-0.037, 0.119, -0.015], [-0.062, -0.165, 0.018], [0.112, -0.058, 0.109], [0.008, 0.008, 0.031], [0.063, -0.140, 0.074], [0.068, -0.136, 0.029], [0.025, -0.014, 0.019], [-0.152, 0.036, 0.013], [0.259, 0.012, 0.088], [-0.369, -0.104, -0.116], [0.172, 0.156, 0.130], [-0.230, -0.026, 0.079], [0.254, 0.236, -0.117], [-0.025, -0.396, 0.219], [-0.081, 0.108, -0.045], [0.296, 0.053, 0.226], [-0.046, -0.011, -0.009], [0.096, -0.024, -0.096], [0.074, -0.004, 0.025], [0.073, 0.046, 0.099], [0.018, 0.013, -0.026], [0.001, -0.012, 0.023], [-0.110, -0.091, -0.135], [0.067, 0.009, -0.068], [-0.027, -0.089, 0.071], [-0.059, 0.001, 0.002], [0.019, 0.052, 0.034], [0.028, 0.144, -0.098], [0.058, -0.019, -0.091], [-0.188, 0.051, -0.223], [-0.073, -0.042, 0.015], [0.530, 0.478, 0.422], [-0.124, -0.273, -0.121], [-0.256, -0.645, -0.105], [-0.217, 0.026, -0.384], [0.252, -0.083, 0.378], [-0.224, 0.432, -0.483], [0.835, -1.009, -1.542]], "fmax_ev_per_a": 2.4, "e_lumo_ev": -5.3, "total_energy_ev": -321688.673, "total_charge": 1, "homo_ev": -7.626}